ORCA calculation (ωB97M-V/def2-TZVPD) on an isolated molecule of C9H15FO2Si2.

Its SMILES is C[Si](C)(C)O[Si@](O)(F)c1ccccc1. The relative energy (zero: lowest compared OMol25 entry of this formula, charge and spin) comes out at 24.7 kcal/mol. The highest occupied orbital energy is -9.597 eV.

```
! RIJCOSX wB97M-V def2-TZVPD def2/J DEFGRID3
* xyz 0 1
C -1.311 -0.438 -1.903
Si -1.838 -0.219 -0.067
C -2.188 1.671 0.311
C -3.046 -1.523 0.582
O -0.459 -0.509 0.894
Si 0.948 -1.268 0.969
O 0.767 -2.925 -0.309
F 1.144 -1.769 2.488
C 2.446 -0.484 0.250
C 3.770 -0.843 0.543
C 4.840 -0.301 -0.136
C 4.614 0.517 -1.247
C 3.338 1.091 -1.359
C 2.245 0.556 -0.669
H -0.253 -0.555 -1.785
H -1.656 -1.352 -2.379
H -1.616 0.425 -2.443
H -2.726 1.533 1.316
H -1.136 2.067 0.426
H -2.683 2.346 -0.347
H -2.429 -2.061 1.407
H -3.886 -1.137 1.062
H -3.449 -2.314 -0.148
H 0.586 -3.822 0.114
H 3.980 -1.777 1.186
H 5.821 -0.596 0.180
H 5.423 1.149 -1.619
H 3.058 1.979 -1.939
H 1.269 0.919 -0.964
*
```